Record 1
20
Properties=species:S:1:pos:R:3 method="wB97M-V/def2-TZVPD" e_tot_ha=-377.763013 e_lumo_ha=-0.3740 total_charge=+2 orbital_gap_ev=7.14
C 2.5251 1.5322 1.7583
N 1.6501 1.4529 0.5781
N 0.6399 0.7385 0.6528
C -0.3337 0.5290 -0.3515
C -0.8418 -0.8618 -0.2684
C -1.0228 -1.6151 0.8869
N -1.8905 -1.1782 -1.6968
N -1.6294 -0.7039 -2.8654
H 1.9978 0.9726 2.5272
H 3.4576 0.9839 1.5029
H 2.7791 2.5976 1.9834
H 2.0515 1.8488 -0.2639
H -0.0904 0.7630 -1.3751
H -1.3775 1.0073 -0.2436
H -1.2579 -0.9907 1.7852
H -0.0895 -2.0053 1.2401
H -1.7991 -2.3485 0.7985
H -2.0137 -2.1966 -1.7405
H -0.9714 -1.1819 -3.4049
H -1.5204 0.2630 -3.0613

Record 2
21
Properties=species:S:1:pos:R:3 method="wB97M-V/def2-TZVPD" e_tot_ha=-453.763776 e_lumo_ha="0.0002 / 0.0002" orbital_gap_ev="6.68 / 6.67"
C 2.0957 0.4030 0.1437
C 0.4833 -0.6453 1.4960
N 2.1997 0.0559 -1.1135
H 2.7390 -0.7998 -1.2261
H 0.7739 0.6000 -1.7606
H 1.6535 1.3697 0.3627
H 2.7429 -0.0019 0.9159
H 0.8925 -1.6201 1.2242
H 0.9927 -0.2412 2.3733
H -0.5758 -0.7516 1.7330
C -2.0139 0.1722 0.0610
C -0.8691 -0.1287 -0.8694
N -2.0119 1.4359 0.6025
N -0.6916 -1.4143 -1.1967
N -0.2608 0.8177 -1.5754
O -2.8908 -0.6493 0.2456
H -2.7491 1.5857 1.2763
H -1.1116 1.7936 0.8885
H 0.1580 -1.6547 -1.6873
H -1.0592 -2.0967 -0.5504
H -0.4973 1.7697 -1.3434

Record 3
18
Properties=species:S:1:pos:R:3 method="wB97M-V/def2-TZVPD" e_tot_ha=-289.423477 e_lumo_ha="0.0156 / 0.0130" s2=0.751 orbital_gap_ev="3.75 / 11.31" multiplicity=2
C -0.8691 0.6161 0.7667
N -1.0251 -0.6936 1.4200
C 0.0448 -1.5357 0.7830
C 0.1303 -1.0141 -0.6899
C -0.6272 0.3592 -0.6838
H -1.6193 1.4093 1.1343
H 0.1642 1.0585 1.1106
H -1.9613 -1.2114 1.4531
H -0.7873 -0.6182 2.5209
H -0.1227 -2.6364 0.7570
H 1.1219 -1.5041 1.2263
H 1.1945 -0.9211 -1.0063
H -0.3321 -1.5372 -1.5243
H -1.6728 0.3221 -1.2743
H -0.0728 1.1841 -1.2856
H 1.8947 2.9497 -1.4331
H 2.5301 1.8065 -2.0093
O 2.0092 1.9665 -1.2650

Record 4
18
Properties=species:S:1:pos:R:3 method="wB97M-V/def2-TZVPD" e_tot_ha=-289.438961 e_lumo_ha="0.0306 / 0.0246" s2=0.750 orbital_gap_ev="3.95 / 11.67" multiplicity=2
C 0.5516 2.2750 -0.3656
C 0.1892 0.7048 -0.5008
C -0.9318 0.2716 0.4483
C -1.3166 -1.2130 0.1961
O -0.2218 -1.9583 0.6571
N 1.4967 -0.0708 -0.3977
H -0.2087 2.7449 0.2559
H 0.7906 2.7786 -1.2838
H 1.3799 2.2312 0.3356
H -0.2907 0.7542 -1.4622
H -0.8793 0.3926 1.5312
H -1.8035 0.8943 0.2749
H -2.2225 -1.5003 0.7709
H -1.4498 -1.3794 -0.8784
H -0.3009 -2.9124 0.6495
H 1.5172 -0.9435 0.1920
H 1.8694 -0.2073 -1.3640
H 2.1203 0.5513 0.1252

Record 5
18
Properties=species:S:1:pos:R:3 method="wB97M-V/def2-TZVPD" e_tot_ha=-289.342412 e_lumo_ha=-0.1239 total_charge=+1 orbital_gap_ev=11.81
C -2.2006 -0.4393 0.4182
C -0.7334 -0.6961 0.7686
C 0.1993 0.2304 0.0258
N 0.3293 -0.1829 -1.4561
C 1.5894 0.4638 0.5503
O 2.3018 1.2406 -0.3862
H -2.5883 -0.4788 -0.6055
H -2.3800 0.6363 0.5537
H -2.8158 -1.1064 1.0143
H -0.5685 -0.6010 1.8320
H -0.5120 -1.7402 0.5166
H -0.2817 1.1950 -0.1606
H 0.7258 -1.1126 -1.6035
H -0.5673 -0.0087 -1.9122
H 0.9504 0.4527 -1.9698
H 1.4400 0.8814 1.5534
H 2.1331 -0.4633 0.7686
H 2.9784 1.7291 0.0926

Record 6
18
Properties=species:S:1:pos:R:3 method="wB97M-V/def2-TZVPD" e_tot_ha=-289.303738 e_lumo_ha=-0.1335 total_charge=+1 orbital_gap_ev=9.76
C 1.0275 -0.6477 0.4216
C 0.5172 0.6600 -0.1934
C -0.8340 0.7860 -0.8112
C -0.9666 1.4976 -1.9506
N 0.7298 -1.8185 -0.4546
H 0.6479 -0.7657 1.4685
H 2.1294 -0.5356 0.5835
H 1.2467 0.8527 -1.0186
H 0.7476 1.4354 0.5915
H -1.7559 0.5419 -0.2519
H -1.9306 1.6436 -2.3822
H -0.0698 1.9945 -2.2204
H 0.9760 -1.6561 -1.4607
H -0.3031 -2.0534 -0.3965
H 1.4053 -2.5070 -0.0263
H -0.8505 0.9415 2.6783
H -1.5255 -0.4838 3.0831
O -1.1912 0.1147 2.3401

Record 7
19
Properties=species:S:1:pos:R:3 method="wB97M-V/def2-TZVPD" e_tot_ha=-364.845038 e_lumo_ha=0.1415 total_charge=-1 orbital_gap_ev=7.17
C 0.1947 -0.1370 0.9826
N -0.2477 -0.8819 -0.1758
C 0.5772 -0.5676 -1.3910
O 0.8507 0.7223 -1.5805
C 0.0713 -0.9672 2.2813
C -1.3869 -1.3044 2.5764
H -0.3298 0.8087 1.1292
H 1.2346 0.1448 0.8190
H -1.1761 -0.5955 -0.4488
H 0.0130 -0.9798 -2.2495
H 1.5063 -1.1599 -1.2629
H 0.7131 -1.8398 2.1608
H 0.4937 -0.3287 3.0738
H -1.9718 -0.3834 2.5390
H -1.5294 -1.8106 3.5432
H -1.7598 -2.0123 1.8271
H 0.3999 1.9639 -2.2576
H -0.0618 2.8898 -3.4845
O 0.2230 2.9414 -2.5620

Record 8
19
Properties=species:S:1:pos:R:3 method="wB97M-V/def2-TZVPD" e_tot_ha=-364.792341 e_lumo_ha=0.1461 total_charge=-1 orbital_gap_ev=6.77
C -1.1947 1.0700 -0.4431
C -1.0917 -0.3910 0.1215
C -0.9724 -1.3179 -1.1139
N 0.0692 -0.5211 1.0039
C 1.5915 -0.4851 0.3304
O 1.9514 -1.7339 0.0986
H -0.5897 1.1344 -1.3552
H -2.2484 1.2832 -0.6107
H -0.9749 1.7928 0.3476
H -1.9837 -0.5621 0.7328
H -0.2538 -0.9481 -1.8577
H -0.4586 -2.2051 -0.7612
H -1.8031 -1.3822 -1.8275
H 0.1559 -1.4573 1.3997
H 1.3197 0.0819 -0.5867
H 2.0815 -0.0936 1.2517
H 0.6997 1.7796 1.0338
H 2.1785 1.6572 1.2677
O 1.5236 2.2984 0.9683

Record 9
19
Properties=species:S:1:pos:R:3 method="wB97M-V/def2-TZVPD" e_tot_ha=-364.745751 e_lumo_ha="0.0283 / -0.0714" s2=0.754 orbital_gap_ev="10.45 / 7.65" multiplicity=2
C -0.7959 0.3359 1.6505
C 0.4687 -0.0134 0.8152
C 1.3610 1.2255 0.7203
N 0.0524 -0.5129 -0.5161
C 0.6109 0.0102 -1.8030
O 1.9357 -0.0954 -1.9866
H -1.0320 1.3690 1.4077
H -0.5959 0.1819 2.7096
H -1.6219 -0.3278 1.4030
H 1.0746 -0.7902 1.2817
H 0.8840 2.0508 0.1883
H 2.2283 0.9734 0.1058
H 1.6898 1.5175 1.7144
H 0.2210 -1.5109 -0.5870
H 0.3813 1.0868 -1.7954
H 0.0443 -0.5456 -2.5565
H -2.4901 -2.2149 -1.4556
H -1.7801 -1.1452 -0.5578
O -2.6360 -1.5949 -0.7385

Record 10
19
Properties=species:S:1:pos:R:3 method="wB97M-V/def2-TZVPD" e_tot_ha=-364.547549 e_lumo_ha=-0.1346 total_charge=+1 orbital_gap_ev=11.34
O 1.2879 -0.8417 -2.1827
C 1.6411 0.1151 -1.5272
C 0.7042 0.7319 -0.6094
N -0.4179 -0.2918 -0.2571
C -1.9284 0.0812 -0.1701
C -2.2451 0.4430 1.2341
H 2.6555 0.6221 -1.4497
H 1.1438 1.0235 0.3364
H 0.1260 1.6279 -0.7870
H -0.0786 -0.6837 0.6570
H -0.3425 -1.0366 -0.9202
H -2.4860 -0.8616 -0.4790
H -2.1690 0.8667 -0.8946
H -1.5451 1.1921 1.7207
H -1.9534 -0.5433 1.6831
H -3.3119 0.7945 1.1196
H 1.5413 -1.0091 2.2766
H 0.8218 -0.1963 3.3073
O 1.1487 -0.1560 2.3908

Record 11
19
Properties=species:S:1:pos:R:3 method="wB97M-V/def2-TZVPD" e_tot_ha=-364.530359 e_lumo_ha=-0.1157 total_charge=+1 orbital_gap_ev=12.57
C 0.4065 0.1705 -1.4432
N 0.2520 0.0864 0.0390
C 1.1017 1.0450 0.8155
C 0.7042 -1.3369 0.4508
C -1.2236 0.1398 0.3869
O -1.6074 1.4480 0.2302
O -1.9596 -0.6901 -0.4131
H -0.0392 1.1531 -1.6694
H 1.5408 0.2166 -1.6575
H -0.1403 -0.6423 -1.9561
H 1.5067 1.9541 0.1619
H 0.5715 1.3875 1.6906
H 2.0700 0.5049 1.1227
H -0.1329 -1.9514 0.0472
H 1.5499 -1.5025 -0.2648
H 0.7559 -1.5516 1.5178
H -1.2137 -0.0705 1.6555
H -2.2620 1.3253 -0.5215
H -1.8806 -1.6860 -0.1923

Record 12
19
Properties=species:S:1:pos:R:3 method="wB97M-V/def2-TZVPD" e_tot_ha=-364.523660 e_lumo_ha=-0.1407 total_charge=+1 orbital_gap_ev=11.02
O 0.3101 2.5054 -0.2090
C 0.9728 2.2379 0.7602
C 0.5136 1.0378 1.5510
N -0.2137 0.0518 0.5172
C 0.6612 -0.4050 -0.5346
C -0.2412 -0.0731 -1.8148
H 1.9740 2.5577 0.8250
H 1.3156 0.3458 2.0441
H -0.1823 1.4115 2.2549
H -1.0216 0.6458 0.4076
H -0.5305 -0.7894 1.0049
H 0.9280 -1.4582 -0.4230
H 1.6074 0.1487 -0.5229
H 0.4109 0.2852 -2.7085
H -0.9825 0.5469 -1.3990
H -0.7316 -1.0012 -2.0682
H -2.0180 -2.7816 -0.5924
H -1.1973 -2.9896 0.7214
O -1.5750 -2.2764 0.1860

Here are the calculated energy above the lowest of the compared OMol25 structures with the same formula, charge and spin numbers, same order: 148.6 86.9 66.9 57.2 20.4 44.6 6.6 39.6 8.8 55.0 65.8 70.0 (kcal/mol).